1.
{
  "formula": "C5H35NO14",
  "method": "wB97M-V/def2-TZVPD",
  "molar_mass_da": 333.3,
  "fmax_ev_per_a": 7.023,
  "total_energy_ev": -35904.9189,
  "e_homo_ev": -9.80,
  "e_above_lowest_kcal_mol": 141.75,
  "gap_ev": 9.808,
  "e_lumo_ev": 0.0078,
  "charge": 0,
  "symbols": ["C", "N", "C", "C", "C", "O", "C", "O", "H", "H", "H", "H", "H", "H", "H", "H", "H", "H", "H", "H", "H", "O", "H", "H", "O", "H", "H", "O", "H", "H", "O", "H", "H", "O", "H", "H", "O", "H", "H", "O", "H", "H", "O", "H", "H", "O", "H", "H", "O", "H", "H", "O", "H", "H", "O"],
  "xyz": [[-2.4352, -0.9239, -1.5767], [-1.1867, -0.1691, -1.2805], [-1.0405, 0.3591, 0.1277], [-1.4738, 1.8446, 0.3484], [-0.3757, 2.7992, -0.0359], [0.7116, 2.7545, 0.3738], [-1.6340, -0.4930, 1.1537], [-1.1306, -0.2110, 2.4026], [-3.0832, -0.9869, -0.7155], [-1.9498, -1.7977, -2.0589], [-3.1367, -0.3443, -2.1146], [-1.0241, 0.5577, -2.0125], [0.1301, 0.1935, 0.1900], [-1.7323, 2.1293, 1.4868], [-2.4447, 1.9524, -0.2036], [-0.7078, 3.6633, -0.6491], [-1.5340, -1.5281, 1.0316], [-2.7274, -0.4459, 1.2355], [-0.1500, -0.4411, 2.6445], [1.3079, -4.6227, -0.4892], [0.8973, -3.2174, -1.1532], [0.6140, -4.0035, -0.6032], [3.0295, 3.0363, 2.1907], [2.7378, 3.1603, 0.5672], [3.3488, 2.7822, 1.2853], [-4.2951, 1.0341, 0.3896], [-4.3475, 0.9575, 1.9765], [-4.7905, 1.3539, 1.2074], [-0.1994, -0.9398, -2.9249], [0.4319, -2.2770, -3.6303], [0.5798, -1.3139, -3.5014], [-1.8577, -3.8109, -2.6804], [-0.6877, -4.2055, -1.8687], [-0.9238, -3.8364, -2.7620], [3.5098, 1.2281, 1.5475], [4.3471, 0.2092, 2.3946], [3.4504, 0.3826, 2.1307], [2.0398, 0.3995, -3.7574], [0.6792, 0.7995, -4.0258], [1.5273, 1.0694, -4.1998], [0.4686, 2.3197, 3.4673], [-0.5565, 1.3957, 3.8930], [-0.1532, 2.1012, 4.2081], [0.5080, -3.7088, 2.0118], [1.6092, -2.5937, 1.5707], [1.0796, -3.0620, 2.3627], [-0.4811, 2.3696, -2.5686], [-1.0554, 2.8415, -3.8440], [-1.1705, 2.8854, -2.9002], [1.9076, -1.6305, -2.2757], [1.6091, -1.5366, -0.8451], [2.1792, -1.9660, -1.4860], [1.4698, -1.4726, 3.4112], [2.1272, -0.2888, 2.8124], [1.3309, -0.5277, 3.2143]],
  "forces_ev_per_angstrom": [[1.6, 0.5, 0.1], [-0.7, 1.2, 0.2], [3.4, 0.5, -1.9], [-0.8, -0.7, 1.3], [-4.7, 1.5, -1.2], [4.0, -0.6, 1.3], [-0.9, -1.0, 1.6], [1.0, 0.8, 2.1], [0.5, -1.3, 0.7], [-2.0, -0.1, 0.3], [-0.3, 0.5, -1.9], [-0.5, -0.5, 1.3], [-2.1, 1.1, 0.8], [0.7, -1.0, -2.3], [1.0, 0.5, 0.2], [0.1, -0.1, -0.1], [0.7, -1.8, -1.1], [-0.1, 0.7, -0.1], [-1.3, 0.2, -1.1], [1.3, -0.5, -0.2], [0.5, -1.4, 0.7], [-1.7, 1.5, -0.2], [0.1, -0.1, -1.6], [0.9, -0.8, 2.0], [-0.9, 1.3, -0.5], [-1.0, 0.6, 1.9], [-0.1, 0.1, -0.5], [0.9, -0.7, -1.4], [2.1, -1.6, -1.1], [-0.5, 0.8, 0.3], [-1.9, 0.3, 0.9], [-1.6, 0.1, -0.4], [0.5, 0.4, -0.9], [1.0, -0.5, 1.0], [-0.4, -1.3, 1.0], [0.5, -0.2, 0.2], [0.3, 1.1, -1.3], [0.4, -0.3, 0.0], [-3.1, -1.1, 0.2], [2.9, 1.8, -0.5], [-0.8, -0.2, 1.2], [-3.2, -5.5, -2.2], [3.9, 5.8, 1.0], [-0.9, -1.1, -1.1], [-2.1, -2.0, 2.5], [3.1, 2.8, -1.5], [2.0, -1.0, 0.8], [0.0, 0.2, -0.7], [-1.9, 1.0, -0.4], [-1.4, 1.7, -3.9], [0.1, 0.4, 0.2], [1.4, -1.7, 4.0], [-0.5, 0.4, 0.1], [2.4, 1.4, -1.3], [-2.3, -1.7, 1.7]],
  "lowdin_charge": [-0.0745, -0.0875, -0.3113, -0.0741, -0.3000, 0.0789, -0.3168, -0.0906, 0.0694, 0.0672, 0.0667, 0.0882, 0.1716, 0.1808, 0.1166, 0.1241, 0.1086, 0.1057, 0.0694, 0.0447, 0.0330, -0.0664, 0.0914, 0.0862, -0.0867, 0.0408, 0.0381, -0.0820, 0.0693, 0.0577, -0.1068, 0.0147, 0.0346, -0.0688, 0.0353, 0.0476, -0.0833, 0.0234, -0.0560, -0.0133, 0.0565, -0.0941, -0.0063, 0.0014, 0.1224, -0.0808, -0.0318, 0.0506, -0.0116, -0.0551, 0.0400, -0.0032, 0.0515, -0.0513, -0.0341]
}


2.
{
  "formula": "C5H35NO14",
  "method": "wB97M-V/def2-TZVPD",
  "molar_mass_da": 333.3,
  "fmax_ev_per_a": 8.422,
  "total_energy_ev": -35904.8095,
  "e_homo_ev": -9.78,
  "e_above_lowest_kcal_mol": 144.27,
  "gap_ev": 9.813,
  "e_lumo_ev": 0.0347,
  "charge": 0,
  "symbols": ["C", "C", "N", "C", "C", "C", "O", "O", "H", "H", "H", "H", "H", "H", "H", "H", "H", "H", "H", "H", "H", "O", "H", "H", "O", "H", "H", "O", "H", "H", "O", "H", "H", "O", "H", "H", "O", "H", "H", "O", "H", "H", "O", "H", "H", "O", "H", "H", "O", "H", "H", "O", "H", "H", "O"],
  "xyz": [[0.4582, -1.1914, 2.1733], [0.8363, -0.3047, 0.9434], [-0.3324, -0.1685, 0.1258], [-1.3280, 1.3762, -1.6097], [-0.0533, 0.7528, -0.9823], [0.5993, -0.1772, -2.1591], [1.4065, 0.6379, -2.9121], [1.9520, 0.1584, 0.7257], [-0.3734, -0.7833, 2.8787], [1.3501, -1.4894, 2.6733], [-0.1093, -2.1467, 2.0136], [-1.1020, -0.6965, 0.1428], [-1.1449, 1.6028, -2.8080], [-1.3277, 2.3629, -1.1359], [-2.2516, 0.7425, -1.4749], [0.7082, 1.5683, -0.4711], [-0.1648, -0.7103, -2.8936], [1.1545, -0.9907, -1.7895], [0.8797, 1.3383, -3.4052], [1.3842, -3.4434, 0.3222], [0.6438, -4.6617, -0.3235], [0.5829, -3.9407, 0.2326], [-3.6734, -2.4551, 1.1071], [-4.4885, -2.0814, 2.3674], [-4.4365, -2.6786, 1.6673], [4.1060, -2.2229, -2.8085], [3.4653, -0.9783, -2.9544], [3.2436, -1.8392, -2.6240], [-1.7699, 1.5674, 5.0900], [-1.2326, 2.2412, 3.8289], [-1.1704, 2.2265, 4.7857], [-1.3310, -2.8771, 1.1157], [-2.2030, -3.3382, -0.0221], [-2.0204, -2.5759, 0.5839], [0.2587, 4.8410, -2.5808], [0.6410, 3.3237, -2.5604], [1.0731, 4.2259, -2.8440], [-1.4181, -3.4745, -2.8731], [-0.7312, -2.6359, -1.7718], [-1.5660, -3.1904, -1.9090], [-1.0301, 4.2294, 1.0809], [-2.4266, 3.9636, 1.5861], [-1.9272, 4.1627, 0.7817], [-3.7513, 0.4347, 2.0460], [-2.5859, 1.0396, 1.9658], [-3.4459, 1.2500, 2.2646], [0.4812, 2.3388, 3.2776], [0.7048, 2.2009, 1.6982], [0.1025, 2.4141, 2.3469], [4.5273, 1.8978, -2.2544], [3.0926, 1.3743, -2.8911], [3.8986, 1.7101, -3.0164], [2.9846, -2.8889, 1.8479], [3.0936, -1.6165, 0.9398], [2.6686, -2.4523, 0.9123]],
  "forces_ev_per_angstrom": [[-2.0, 0.0, 0.7], [-3.3, -2.3, 0.5], [7.0, 4.7, 0.3], [1.2, 0.9, -1.5], [0.3, -1.5, -1.0], [-2.5, 1.1, -0.1], [0.4, 1.9, -2.2], [-1.6, 0.1, 0.2], [1.9, 0.4, -1.0], [0.4, 0.2, 0.8], [1.2, 0.8, -0.9], [-3.4, -2.8, 0.5], [-0.6, -0.7, 2.9], [-1.3, -0.1, -0.1], [1.0, 0.9, -0.2], [-1.7, -2.0, -2.2], [0.6, 1.3, 1.7], [1.2, -0.6, 0.8], [0.8, -1.5, 0.9], [1.1, 0.3, -0.2], [0.6, -2.1, -1.8], [-2.0, 1.7, 2.0], [0.0, 0.0, 0.6], [0.0, 1.5, 1.7], [-0.4, -1.5, -1.8], [0.0, -0.9, 0.3], [-0.5, 1.4, -0.2], [0.6, -0.5, -0.1], [-0.7, -0.7, 0.2], [-0.5, -0.1, -0.2], [1.0, 0.8, 0.0], [1.8, -1.0, 1.3], [0.4, 1.0, 0.4], [-2.1, 0.1, -2.0], [2.7, -1.7, -0.9], [1.5, 2.4, -0.7], [-4.2, -0.7, 1.8], [-0.6, 0.4, 2.1], [-1.7, -1.1, 0.2], [2.2, 0.5, -2.6], [0.8, 0.0, 0.4], [0.1, 0.0, -0.3], [-0.8, 0.0, -0.1], [-2.9, -3.8, -0.7], [2.4, 0.8, -0.5], [0.6, 3.0, 1.1], [-0.1, 0.0, -2.1], [2.5, -0.9, -1.8], [-2.1, 0.9, 3.9], [-2.3, -0.7, -1.3], [-4.8, -2.0, 2.0], [7.3, 2.7, -0.7], [-1.2, 1.5, -3.6], [0.5, 1.6, -0.3], [1.3, -3.4, 3.8]],
  "lowdin_charge": [-0.0034, -0.4642, 0.1043, -0.0482, -0.3014, -0.2284, -0.1008, 0.0374, 0.1157, 0.0497, 0.0593, 0.0421, 0.1277, 0.0451, 0.0986, 0.1827, 0.1547, 0.0698, 0.1213, -0.0253, 0.0092, -0.0122, -0.0172, -0.0180, -0.0510, 0.0446, 0.0060, -0.0390, 0.0261, -0.0153, -0.0392, -0.0200, 0.0794, -0.0605, 0.1017, 0.0355, -0.1421, 0.0937, 0.0470, -0.1148, 0.0019, 0.0370, -0.0546, -0.0299, -0.0007, 0.0238, 0.0948, -0.0237, -0.0387, 0.0909, -0.1065, -0.0322, 0.1682, 0.0129, -0.0939]
}


3.
{
  "formula": "C5H36N3O11",
  "method": "wB97M-V/def2-TZVPD",
  "molar_mass_da": 314.4,
  "fmax_ev_per_a": 3.113,
  "total_energy_ev": -32759.1143,
  "e_homo_ev": -11.36,
  "e_above_lowest_kcal_mol": 0.00,
  "gap_ev": 9.134,
  "e_lumo_ev": -2.2267,
  "charge": 1,
  "symbols": ["C", "C", "C", "C", "N", "C", "N", "N", "H", "H", "H", "H", "H", "H", "H", "H", "H", "H", "H", "H", "H", "H", "H", "H", "O", "H", "H", "O", "H", "H", "O", "H", "H", "O", "H", "H", "O", "H", "H", "O", "H", "H", "O", "H", "H", "O", "H", "H", "O", "H", "H", "O", "H", "H", "O"],
  "xyz": [[2.6368, -1.3900, -1.6481], [2.7190, -0.8568, -0.2336], [1.5624, 0.0798, 0.1001], [1.8358, 0.9550, 1.3429], [-0.9130, 3.1861, 0.9401], [0.2594, 2.8175, 1.2338], [0.6521, 1.6372, 1.8500], [2.7560, -2.0743, 0.6714], [2.6983, -0.5843, -2.3544], [1.6770, -1.8893, -1.7864], [3.4369, -2.0876, -1.8805], [3.6431, -0.3335, -0.0469], [0.6202, -0.4883, 0.1872], [1.4070, 0.7584, -0.7315], [2.5479, 1.7326, 1.0879], [2.2430, 0.3486, 2.1472], [-1.6146, 2.5003, 1.1036], [1.0845, 3.4943, 1.0646], [-0.0893, 1.0090, 2.0878], [2.8108, -1.8109, 1.6702], [3.5402, -2.6523, 0.4257], [1.8684, -2.6882, 0.5907], [-1.2314, -2.5350, 3.1380], [-1.0496, -3.9617, 3.7164], [-0.5719, -3.2549, 3.3046], [0.2390, 2.0344, -5.3890], [0.7734, 2.9281, -4.1657], [-0.0211, 2.5307, -4.6034], [-3.1925, -0.7744, -0.3141], [-4.3048, -1.7091, 0.1636], [-3.3776, -1.5273, 0.3049], [2.2647, -2.8460, 4.6914], [1.0039, -2.6952, 3.7853], [1.9306, -2.4051, 3.9015], [-0.8801, 3.8505, -1.7851], [-0.5533, 5.3701, -1.8538], [-0.1734, 4.5188, -1.6343], [-2.8217, -1.4434, 1.9479], [-3.2684, -1.3915, 3.4450], [-2.4953, -1.3930, 2.8845], [-2.9588, -0.2930, -2.5181], [-2.4383, 0.9957, -1.8716], [-3.0075, 0.1964, -1.6813], [-1.9618, -4.0014, -1.1569], [-2.1891, -2.6604, -0.4580], [-1.4973, -3.2577, -0.8778], [1.2510, 3.9698, -2.4808], [2.3666, 4.4087, -3.4585], [1.9549, 3.6371, -3.1054], [-1.2810, 2.4825, -3.3822], [-2.6756, 2.9693, -2.8612], [-1.8480, 2.5613, -2.5564], [0.1743, -3.6163, 1.6817], [-0.1547, -3.5808, 0.1615], [0.5948, -3.7246, 0.7850]],
  "forces_ev_per_angstrom": [[-0.1, -0.2, 0.2], [-0.4, -0.4, -0.1], [-0.1, 0.0, 0.5], [-0.7, -0.1, 0.1], [0.6, 1.0, -0.3], [-0.5, -0.4, 0.2], [0.6, -0.1, -0.3], [-1.2, 0.7, 0.6], [0.0, 0.4, -0.3], [0.0, -0.1, -0.1], [0.1, -0.1, 0.0], [0.5, 0.2, -0.1], [0.3, 0.1, 0.2], [0.1, 0.0, -0.4], [0.3, 0.0, 0.0], [0.2, 0.0, 0.2], [-0.6, -0.9, 0.4], [0.2, 0.2, -0.2], [-0.5, -0.2, 0.1], [0.1, -0.3, -0.3], [0.5, -0.3, 0.0], [0.2, 0.2, 0.1], [-0.1, -0.2, 0.2], [-0.4, -0.6, 0.4], [0.1, 0.8, -0.6], [0.1, 0.2, 0.3], [0.0, -0.2, -0.4], [-0.1, 0.0, 0.2], [0.0, 0.0, 0.0], [-0.5, -0.2, 0.1], [0.4, 0.2, -0.2], [-0.1, 0.1, -0.2], [0.3, 0.0, 0.2], [0.2, 0.1, -0.3], [0.3, 0.4, 0.3], [-0.1, 0.2, 0.0], [0.1, -0.4, -0.2], [0.0, 0.1, 0.7], [-0.3, 0.1, 0.2], [0.3, -0.1, -0.9], [-0.1, 0.0, 0.4], [-0.6, -0.5, 0.3], [0.7, 0.5, -0.6], [-1.2, -2.1, -0.8], [0.8, -0.8, -0.5], [0.3, 2.8, 1.2], [0.4, 0.0, -0.3], [0.5, 0.9, -0.4], [-0.9, -0.8, 0.8], [-0.3, 0.0, 0.5], [0.3, -0.1, 0.1], [-0.1, -0.1, -0.9], [0.5, -0.2, -0.7], [0.2, -0.1, 0.0], [-0.4, 0.5, 0.6]],
  "lowdin_charge": [-0.0330, -0.3436, -0.1314, -0.1927, 0.1016, -0.3152, -0.0092, 0.1989, 0.0867, 0.0938, 0.0890, 0.1473, 0.1278, 0.1209, 0.1225, 0.1086, 0.0262, 0.1192, 0.1133, 0.1342, 0.1523, 0.1079, 0.0325, 0.0737, -0.0587, 0.0630, 0.0123, -0.0721, 0.0300, 0.0829, -0.0641, 0.0462, -0.0135, -0.0773, 0.0114, 0.0645, -0.0707, 0.0211, 0.0615, -0.0565, 0.0739, 0.0357, -0.0674, 0.0267, 0.0438, -0.0399, 0.0211, 0.0436, -0.0696, 0.0456, 0.0929, -0.0797, 0.0351, 0.0102, -0.0836]
}


4.
{
  "formula": "C5H36NO14",
  "method": "wB97M-V/def2-TZVPD",
  "molar_mass_da": 334.3,
  "fmax_ev_per_a": 2.151,
  "total_energy_ev": -35925.9132,
  "e_homo_ev": -7.22,
  "e_above_lowest_kcal_mol": 62.70,
  "gap_ev": 9.667,
  "e_lumo_ev": 2.4491,
  "charge": -1,
  "symbols": ["C", "C", "C", "C", "N", "C", "O", "H", "H", "H", "H", "H", "H", "H", "H", "H", "H", "H", "H", "O", "H", "H", "O", "H", "H", "O", "H", "H", "O", "H", "H", "O", "H", "H", "O", "H", "H", "O", "H", "H", "O", "H", "H", "O", "H", "H", "O", "H", "H", "O", "H", "H", "O", "H", "H", "O"],
  "xyz": [[-0.8452, -2.7086, 2.4288], [-2.0390, -3.1465, 1.5576], [-2.1144, -2.3968, 0.2537], [-2.1836, -2.9157, -0.9550], [-1.2613, -1.4557, 3.1437], [-0.0148, -0.8465, 3.7285], [0.9035, -0.5543, 2.6902], [0.0092, -2.5342, 1.7703], [-0.5743, -3.4609, 3.1700], [-2.8973, -3.0770, 2.2306], [-1.8325, -4.1806, 1.2652], [-2.2040, -1.3319, 0.4291], [-2.3067, -2.4253, -1.8999], [-2.1517, -3.9872, -1.1790], [-1.5487, -0.8552, 2.3720], [-0.2588, 0.0327, 4.3179], [0.4659, -1.6124, 4.3389], [-2.7791, 0.7069, -1.3663], [-3.4102, -0.5618, -0.5824], [-3.1130, -0.2206, -1.4066], [1.1718, -1.7781, -0.3800], [2.4780, -2.3019, 0.3239], [1.7951, -2.5212, -0.3412], [-0.4313, 2.4526, -3.4157], [-1.7515, 1.6997, -3.8909], [-1.0148, 2.2446, -4.1789], [2.0091, 2.5153, 1.2471], [0.9457, 3.0363, 0.3738], [1.2094, 3.0813, 1.3180], [-3.2998, -1.4924, -3.5038], [-2.0544, -0.8782, -3.0206], [-2.3947, -1.2986, -3.8281], [3.6433, 2.2089, -0.5040], [1.6903, 0.1212, -1.2203], [1.0628, 0.1638, -0.4806], [1.1079, 1.5275, -4.2472], [1.0282, 1.8059, -2.6645], [1.7145, 1.5888, -3.4972], [0.4229, 0.8643, -0.7795], [0.1745, 3.4816, -1.9151], [0.3249, 2.5645, -1.6613], [0.4641, -0.2412, 1.9014], [2.8831, 3.3597, 0.0648], [3.5868, 2.7653, 0.3053], [-1.8263, 1.7188, 0.4077], [-1.0976, 2.5735, -0.5958], [-1.9685, 2.0872, -0.4766], [-1.9049, 2.0184, 3.1329], [-0.3940, 2.1778, 3.0421], [-1.1202, 2.1209, 3.6814], [4.2864, -0.9097, 1.2688], [2.9457, -1.0815, 1.8858], [3.6691, -1.6226, 1.5186], [2.9469, 1.3061, -2.5316], [4.0727, 0.6657, -1.6422], [3.7808, 1.5073, -2.0041]],
  "forces_ev_per_angstrom": [[-0.8, 0.7, -0.3], [1.4, -1.1, -0.1], [-0.8, 0.3, 1.3], [-0.1, -1.2, -0.7], [1.9, -0.3, 0.2], [-1.3, -0.8, -1.1], [1.1, 0.2, 0.5], [0.1, -0.1, 0.2], [-0.1, 0.0, 0.0], [-0.4, 0.0, -0.5], [-0.4, -0.2, 0.3], [0.3, 0.2, -0.4], [0.2, 0.8, 0.3], [0.1, 0.0, 0.8], [-0.2, 0.4, 0.4], [-0.1, 0.0, -0.1], [-0.1, 0.1, 0.1], [-0.3, -0.6, 0.8], [-0.2, 0.2, 0.9], [0.2, 1.0, -1.9], [0.4, -0.1, 0.1], [-0.4, 0.1, -0.5], [0.0, -0.3, 0.1], [-1.0, -0.4, 0.0], [0.2, 0.0, 0.3], [0.4, 0.4, -0.4], [-0.3, 0.2, 0.6], [-0.4, 0.1, 0.3], [-0.3, -0.6, -0.6], [0.6, 0.2, -0.5], [0.1, 0.0, -0.3], [-0.8, -0.1, 0.5], [0.1, 0.3, 0.0], [-0.2, 0.0, 0.3], [-0.8, 0.6, -0.4], [0.3, -0.3, 0.0], [1.4, 0.6, -1.3], [-1.5, -0.2, 1.1], [0.8, -0.5, 0.3], [0.3, 0.0, -0.1], [-0.3, 0.3, 0.7], [-0.2, 0.3, -0.4], [-0.1, 0.7, -0.1], [0.6, -0.5, 0.1], [-0.4, 0.0, -0.1], [-0.5, -0.7, -1.0], [0.6, 0.5, 1.0], [0.0, 0.1, 0.1], [0.1, 0.3, 0.0], [0.0, -0.1, -0.3], [-0.1, -0.6, 0.0], [-0.2, -0.4, 0.2], [0.2, 1.2, 0.2], [0.9, 0.5, -0.1], [0.1, -0.2, -0.2], [-0.4, -0.7, -0.1]],
  "lowdin_charge": [-0.2257, -0.1913, -0.1854, 0.0361, -0.0300, -0.2561, -0.0794, 0.0960, 0.1137, 0.1102, 0.1063, 0.0710, 0.0152, 0.0739, 0.0710, 0.0890, 0.1177, 0.0331, 0.0049, -0.0816, -0.0162, -0.0158, -0.0971, -0.0089, 0.0255, -0.0758, 0.0150, -0.0010, -0.0967, 0.0392, 0.0004, -0.0961, -0.0120, 0.0368, -0.0697, 0.0293, 0.0081, -0.1701, 0.0307, 0.0119, -0.3637, 0.0542, 0.0107, -0.0843, 0.0306, 0.0231, -0.0960, 0.0315, 0.0158, -0.0573, 0.0637, 0.0308, -0.0603, 0.0046, 0.0483, -0.0777]
}